Entry 1:
{
  "formula": "C16H19N2O7PS",
  "method": "ωB97M-V/def2-TZVPD",
  "smiles": "O=C1Nc2ccc(S(=O)(=O)NCCCCCOP(=O)(O)O)c3cccc1c23",
  "e_tot_ha": -1996.933137,
  "gap_ev": 7.7057,
  "e_homo_ev": -8.75,
  "de_lowest_kcal_mol": 9.0,
  "species": ["O", "C", "N", "C", "C", "C", "C", "S", "O", "O", "N", "C", "C", "C", "C", "C", "O", "P", "O", "O", "O", "C", "C", "C", "C", "C", "C", "H", "H", "H", "H", "H", "H", "H", "H", "H", "H", "H", "H", "H", "H", "H", "H", "H", "H", "H"],
  "coordinates": [[-2.15, -4.97, -4.13], [-2.35, -4.21, -3.21], [-3.35, -3.22, -3.15], [-3.27, -2.55, -1.98], [-3.98, -1.52, -1.41], [-3.64, -1.12, -0.09], [-2.62, -1.74, 0.65], [-2.14, -0.97, 2.24], [-1.31, -1.78, 3.18], [-3.22, -0.27, 2.90], [-1.07, 0.20, 1.70], [0.21, -0.27, 1.10], [1.02, 0.96, 0.67], [1.24, 1.93, 1.86], [2.51, 2.74, 1.77], [2.47, 3.79, 0.62], [3.75, 4.31, 0.45], [4.00, 4.98, -0.98], [4.85, 4.17, -1.88], [4.76, 6.34, -0.80], [2.66, 5.33, -1.71], [-1.93, -2.83, 0.03], [-0.89, -3.57, 0.64], [-0.30, -4.64, -0.02], [-0.68, -4.97, -1.31], [-1.66, -4.21, -1.94], [-2.27, -3.19, -1.28], [-3.91, -2.93, -3.95], [-4.72, -0.96, -1.93], [-4.13, -0.25, 0.38], [-0.93, 0.80, 2.53], [0.76, -0.85, 1.81], [-0.04, -0.90, 0.24], [1.97, 0.58, 0.30], [0.49, 1.50, -0.13], [1.28, 1.36, 2.79], [0.34, 2.55, 1.93], [3.36, 2.06, 1.60], [2.69, 3.25, 2.71], [2.20, 3.26, -0.29], [1.74, 4.56, 0.91], [5.60, 5.98, -0.51], [2.97, 5.71, -2.56], [-0.59, -3.39, 1.66], [0.45, -5.27, 0.46], [-0.20, -5.77, -1.83]]
}

***

Entry 2:
{
  "formula": "C19H26N4O3",
  "method": "ωB97M-V/def2-TZVPD",
  "smiles": "Cc1ccn2c(=O)c(C(=O)NCCCN3CCCC[C@H]3C)c(O)nc2c1",
  "e_tot_ha": -1184.435831,
  "gap_ev": 8.3445,
  "e_homo_ev": -8.47,
  "de_lowest_kcal_mol": 9.7,
  "species": ["C", "C", "C", "C", "N", "C", "O", "C", "C", "O", "N", "C", "C", "C", "N", "C", "C", "C", "C", "C", "C", "C", "O", "N", "C", "C", "H", "H", "H", "H", "H", "H", "H", "H", "H", "H", "H", "H", "H", "H", "H", "H", "H", "H", "H", "H", "H", "H", "H", "H", "H", "H"],
  "coordinates": [[-6.58, -2.34, 0.03], [-5.36, -1.50, 0.19], [-4.33, -1.91, 1.07], [-3.22, -1.15, 1.22], [-3.05, 0.01, 0.54], [-1.85, 0.76, 0.77], [-1.04, 0.30, 1.57], [-1.75, 1.95, 0.01], [-0.56, 2.83, 0.09], [-0.47, 3.85, -0.61], [0.39, 2.47, 0.96], [1.67, 3.14, 1.04], [2.77, 2.37, 0.30], [3.04, 0.97, 0.89], [3.00, -0.06, -0.14], [1.62, -0.35, -0.51], [1.54, -1.25, -1.73], [2.26, -2.56, -1.43], [3.68, -2.24, -1.00], [3.71, -1.29, 0.20], [5.17, -1.02, 0.56], [-2.79, 2.32, -0.86], [-2.74, 3.41, -1.59], [-3.89, 1.57, -1.01], [-4.02, 0.46, -0.33], [-5.18, -0.33, -0.49], [-6.30, -3.33, -0.32], [-7.07, -2.46, 1.00], [-7.27, -1.89, -0.67], [-4.43, -2.83, 1.63], [-2.40, -1.41, 1.88], [0.26, 1.60, 1.45], [1.94, 3.24, 2.10], [1.55, 4.13, 0.59], [2.49, 2.26, -0.75], [3.68, 2.96, 0.33], [4.02, 0.97, 1.34], [2.31, 0.74, 1.69], [1.12, 0.59, -0.73], [1.08, -0.83, 0.34], [2.02, -0.75, -2.57], [0.49, -1.43, -1.98], [2.27, -3.21, -2.31], [1.74, -3.09, -0.63], [4.21, -1.76, -1.83], [4.21, -3.16, -0.74], [3.22, -1.79, 1.06], [5.29, -0.64, 1.57], [5.60, -0.31, -0.14], [5.74, -1.95, 0.50], [-1.85, 3.85, -1.38], [-5.92, 0.06, -1.18]]
}

***

What is the formula in the second record?
C19H26N4O3